{"formula": "C43H44CaClI2N7OP", "method": "ωB97M-V/def2-TZVPD", "de_lowest_kcal_mol": 2.0, "homo_lumo_gap_ev": 7.4, "e_tot_ev": -114234.5010, "charge": 1, "symbols": ["H", "H", "H", "C", "C", "C", "C", "H", "N", "H", "N", "H", "H", "N", "C", "H", "C", "H", "I", "N", "Cl", "C", "C", "C", "C", "H", "H", "H", "C", "C", "H", "H", "C", "H", "C", "C", "C", "H", "H", "C", "C", "C", "C", "C", "C", "C", "H", "C", "H", "C", "H", "C", "H", "C", "H", "H", "C", "C", "C", "H", "Ca", "H", "C", "H", "H", "H", "C", "H", "I", "H", "N", "H", "C", "H", "P", "H", "H", "H", "C", "C", "C", "H", "N", "H", "C", "H", "N", "C", "C", "H", "H", "C", "C", "H", "H", "C", "H", "H", "C", "O"], "xyz": [[-2.938, -3.880, 2.655], [-3.037, -1.530, 2.669], [-6.435, -0.547, 3.265], [-0.371, 4.250, -0.032], [3.495, -3.640, -0.500], [3.046, -0.700, 4.490], [-3.722, -3.984, 1.915], [2.073, 0.350, 6.127], [0.092, -0.212, 2.619], [-2.338, -4.428, -1.963], [1.247, -2.793, -0.132], [-4.997, -3.844, -0.579], [-3.747, -3.563, -2.617], [-1.928, -1.626, 0.848], [-4.593, 1.273, -2.376], [2.137, -1.412, 6.352], [-3.153, -3.735, -1.720], [-5.338, 1.229, -1.594], [4.664, 0.795, -2.178], [2.278, -0.147, 3.389], [6.039, -4.577, -0.832], [3.075, -4.881, 0.030], [-1.791, 4.421, 0.058], [-0.456, -0.935, 5.636], [-1.365, -0.217, 2.771], [-1.759, 0.584, 2.140], [-0.764, -2.176, -2.169], [-6.088, -1.606, 1.055], [-2.827, 3.446, -0.141], [4.810, -3.352, -0.928], [-4.022, -5.031, 1.900], [-1.177, -1.529, 5.080], [-4.113, 1.561, 1.988], [-3.852, 7.118, 0.633], [-5.000, 1.178, -3.699], [2.027, -0.618, 5.616], [-3.583, 6.095, 0.399], [-2.228, -1.592, -3.000], [-1.264, 1.609, -2.875], [-2.006, -1.527, 2.309], [-2.563, -2.534, 0.178], [-5.002, 1.010, 2.898], [-2.211, 5.757, 0.370], [-2.724, 1.402, -4.423], [2.519, -2.623, -0.597], [4.149, -1.106, -1.497], [-5.153, 1.489, 3.857], [-3.243, 1.417, -2.056], [-0.118, -4.046, 0.738], [-1.278, 6.786, 0.642], [-0.914, 0.016, 5.922], [1.787, -5.044, 0.455], [-4.586, -3.384, 2.213], [0.507, 5.268, 0.237], [-1.659, 7.771, 0.882], [-4.390, 1.176, -5.755], [0.056, 6.551, 0.598], [2.825, -1.311, -1.135], [-4.602, -0.197, 0.435], [-1.638, -0.689, -1.652], [0.160, -0.557, 0.235], [3.890, 0.221, 2.143], [2.847, -0.079, 2.065], [2.814, -1.048, 1.549], [-5.588, 5.429, 0.122], [-1.706, 0.017, 3.778], [-4.142, 3.849, -0.132], [-6.051, 1.063, -3.931], [0.722, 2.571, -0.721], [-1.990, 1.463, -5.216], [0.771, -0.765, 4.888], [-1.469, -2.350, 2.798], [-2.315, 1.483, -3.100], [1.570, 5.094, 0.152], [-2.583, 1.621, -0.350], [-4.438, -0.689, -0.516], [6.140, -1.901, -1.714], [-0.212, -1.482, 6.544], [5.125, -2.111, -1.405], [-4.538, 5.168, 0.125], [-3.909, 0.973, 0.737], [3.788, -5.692, 0.095], [-3.244, -3.655, 0.585], [-4.004, -5.313, -0.466], [-3.971, -4.228, -0.543], [-4.917, 3.114, -0.304], [-2.634, -2.482, -1.195], [-5.516, -0.730, 1.333], [0.936, -0.369, 3.589], [3.942, -0.113, 4.678], [3.334, -1.740, 4.291], [-1.746, -1.707, -2.031], [-4.068, 1.243, -4.724], [1.447, -5.985, 0.864], [0.775, 7.331, 0.805], [0.902, -3.956, 0.373], [-3.583, 2.470, 2.248], [2.337, 0.678, 1.470], [-5.717, -0.133, 2.569], [1.897, -0.412, -1.215]], "forces_ev_per_a": [[0.004, 0.006, 0.019], [-0.077, -0.010, -0.106], [-0.004, -0.001, 0.001], [0.227, -0.111, 0.040], [-0.162, -0.105, -0.009], [-0.039, -0.003, 0.004], [-0.020, 0.020, -0.019], [0.008, 0.002, 0.004], [-0.070, -0.118, -0.306], [0.004, -0.001, 0.001], [-0.086, 0.060, 0.118], [-0.010, -0.005, 0.001], [-0.008, -0.006, 0.001], [0.348, -0.215, 0.091], [0.059, -0.017, 0.012], [0.005, -0.002, 0.005], [0.030, 0.017, -0.024], [-0.030, 0.001, 0.022], [0.017, -0.080, 0.023], [-0.053, 0.044, -0.003], [-0.007, 0.001, 0.001], [0.080, 0.013, -0.027], [0.028, 0.069, 0.009], [0.012, 0.025, -0.020], [0.167, -0.018, 0.153], [0.062, -0.045, 0.040], [0.009, -0.020, 0.045], [-0.002, -0.061, 0.006], [0.084, -0.027, -0.014], [0.073, 0.013, -0.026], [-0.004, -0.005, 0.016], [0.007, -0.007, 0.007], [-0.080, -0.046, -0.058], [0.004, -0.001, -0.003], [-0.016, -0.001, 0.016], [-0.010, 0.002, -0.009], [-0.014, 0.033, 0.009], [0.125, -0.003, -0.081], [0.054, -0.007, -0.009], [-0.006, 0.065, 0.040], [0.058, -0.044, 0.084], [-0.010, 0.013, 0.005], [0.009, -0.075, -0.025], [0.031, 0.002, 0.038], [0.029, 0.250, 0.009], [-0.052, 0.146, -0.062], [0.001, -0.006, 0.003], [-0.036, 0.059, -0.060], [-0.002, 0.006, -0.001], [-0.023, 0.054, 0.029], [-0.007, -0.008, 0.010], [-0.057, -0.007, 0.018], [-0.006, 0.016, 0.004], [-0.175, 0.098, 0.057], [-0.012, -0.010, -0.005], [0.005, 0.001, 0.004], [0.104, -0.064, -0.019], [-0.052, -0.086, -0.010], [-0.056, 0.101, -0.031], [-0.044, -0.096, 0.096], [0.109, 0.282, -0.346], [0.004, 0.002, -0.014], [-0.024, -0.068, 0.045], [0.010, 0.017, 0.005], [0.004, -0.003, 0.001], [0.044, 0.009, -0.012], [0.053, 0.023, -0.030], [0.000, 0.003, 0.017], [0.038, -0.099, -0.082], [0.002, 0.002, 0.003], [0.051, -0.071, 0.059], [-0.021, -0.009, 0.004], [-0.070, 0.002, 0.065], [0.009, 0.008, 0.002], [-0.097, -0.020, -0.146], [-0.033, 0.003, 0.001], [-0.003, 0.001, -0.001], [-0.010, 0.006, 0.013], [0.003, -0.038, 0.007], [-0.042, -0.016, -0.014], [-0.030, 0.114, 0.086], [-0.005, 0.005, 0.005], [-0.010, 0.020, -0.026], [-0.001, 0.000, -0.004], [-0.004, 0.012, 0.018], [-0.013, -0.020, -0.003], [0.021, -0.060, -0.042], [0.022, -0.011, -0.053], [-0.053, 0.014, -0.031], [0.001, 0.000, 0.005], [0.012, 0.000, -0.001], [-0.105, 0.022, 0.040], [-0.008, -0.009, -0.048], [0.002, 0.003, -0.003], [-0.012, 0.007, 0.004], [0.067, -0.026, -0.022], [0.003, -0.001, 0.022], [0.004, 0.040, -0.016], [-0.006, 0.013, 0.034], [-0.329, 0.037, 0.344]]}



{"formula": "C10H13NPPb", "method": "ωB97M-V/def2-TZVPD", "homo_lumo_gap_ev": [4.1, 5.2], "e_tot_ev": -26603.6135, "charge": -1, "symbols": ["C", "H", "H", "C", "H", "H", "C", "H", "C", "Pb", "H", "H", "C", "H", "N", "C", "H", "P", "H", "C", "C", "H", "C", "H", "H", "C"], "xyz": [[1.129, -2.766, -3.325], [-2.329, -2.046, 2.237], [2.541, 3.456, 3.121], [-0.391, 2.904, 1.507], [2.967, 1.143, 2.203], [-1.432, -0.623, -3.772], [0.093, -3.378, -2.556], [2.141, -3.146, -3.441], [0.606, -1.566, -3.902], [-1.786, 0.521, -0.038], [-1.377, 3.313, 1.286], [0.168, -4.316, -2.012], [1.064, 1.048, 1.240], [-3.290, -0.248, 3.144], [-0.098, 1.701, 0.923], [-0.745, -1.419, -3.476], [1.157, -0.879, -4.541], [-2.121, -0.628, 2.372], [1.169, 0.040, 0.830], [-1.054, -2.536, -2.607], [1.782, 2.942, 2.537], [-1.055, -0.563, 3.344], [2.028, 1.667, 2.018], [-2.004, -2.693, -2.093], [0.294, 4.524, 2.706], [0.544, 3.548, 2.297]], "forces_ev_per_a": [[-0.928, 0.301, 0.010], [0.036, 0.661, 0.418], [-0.126, -0.092, -0.069], [0.790, 0.967, 0.828], [-0.256, 0.138, 0.009], [0.203, -0.210, 0.127], [0.033, 0.937, -0.237], [-0.166, 0.047, -0.043], [-0.336, -0.610, 0.598], [0.361, 0.232, -1.069], [0.282, 0.032, 0.088], [0.027, 0.134, -0.004], [1.249, 0.219, 0.753], [0.795, -0.500, -0.081], [-1.310, -0.801, -0.757], [0.404, -0.805, 0.626], [-0.123, -0.116, 0.084], [-0.211, -0.367, 0.860], [0.164, 0.372, 0.069], [0.573, 0.523, -0.753], [0.967, 0.685, 0.646], [-0.759, -0.143, -0.407], [-0.539, -1.294, -0.810], [0.200, -0.072, -0.217], [0.069, -0.161, -0.005], [-1.398, -0.076, -0.664]]}